Formula: C25H43F3FeO3P2S
Source: the Open Molecules 2025 dataset
Level of theory: ωB97M-V/def2-TZVPD

Values from the calculation:
E_HOMO (alpha / beta) (eV): -9.7588 / -9.6383
Expectation value of S²: 8.79
LUMO energy (alpha / beta) (Ha): -0.1664 / -0.2575
Total charge: +1
DFT total energy (hartree): -3847.71923
2S+1: 6
Orbital gap (alpha / beta) (eV): 5.23 / 2.63

Element x y z (Å)
Fe: -1.31 2.39 -1.63
S: -2.36 -3.32 3.93
P: -0.45 -1.38 -3.25
P: -0.13 2.17 -3.24
F: -1.72 -4.80 6.04
F: -2.68 -2.90 6.58
F: -0.61 -2.90 5.83
O: -3.68 -3.95 3.92
O: -2.31 -1.87 3.68
O: -1.33 -4.10 3.25
C: -1.34 -1.37 -0.37
C: 1.61 -2.67 0.68
C: 1.84 -2.28 -0.80
C: -0.96 3.72 -3.64
C: 0.06 2.67 1.81
C: 2.41 3.33 1.01
C: 3.10 0.58 2.36
C: 1.55 2.31 -3.72
C: 1.80 -0.80 -0.82
C: 0.50 -0.38 3.92
C: -2.19 -1.78 -3.54
C: -0.46 1.64 2.67
C: 1.42 2.39 1.57
C: 0.60 0.73 2.94
C: -0.76 -0.01 -0.74
C: 0.77 0.05 -1.02
C: -0.62 3.97 1.62
C: -0.87 -1.87 0.97
C: -0.64 1.06 -4.60
C: -0.09 -0.36 -4.74
C: 1.75 1.16 2.22
C: -1.78 1.64 3.34
C: -1.82 -3.49 5.71
C: 0.31 -2.30 1.40
C: 0.31 -2.96 -3.82
H: 2.49 -2.21 1.21
H: 0.38 -3.68 -2.99
H: -1.74 1.09 -4.62
H: -1.71 3.85 1.64
H: 1.17 -2.77 -1.54
H: -0.97 0.65 0.12
H: 3.32 2.83 0.68
H: -2.14 0.60 3.39
H: 2.70 4.05 1.80
H: -2.58 -2.34 -2.69
H: 1.31 -2.74 -4.23
H: -2.20 -2.43 -4.43
H: -0.67 -0.88 -5.53
H: 1.73 -3.76 0.77
H: 3.04 -0.51 2.40
H: 2.05 3.15 -3.23
H: -1.41 0.46 -1.56
H: -2.47 2.26 2.74
H: -0.55 4.51 -3.00
H: 3.55 0.93 3.31
H: 0.27 -2.71 2.42
H: -2.41 -1.24 -0.25
H: -1.76 -1.87 1.67
H: -1.75 2.04 4.38
H: -0.72 3.93 -4.70
H: 1.08 1.09 -1.30
H: -0.38 -3.35 -4.59
H: -0.34 4.49 0.69
H: -2.04 3.59 -3.50
H: -0.21 1.66 -5.41
H: 2.14 1.42 -3.54
H: -0.52 -0.82 3.90
H: -1.25 -2.15 -1.12
H: 1.22 -1.18 3.69
H: -0.37 4.63 2.46
H: 2.77 -0.36 -0.57
H: 0.70 0.00 4.95
H: -2.78 -0.88 -3.70
H: 2.03 3.93 0.17
H: 0.98 -0.43 -5.01
H: 3.76 0.87 1.53
H: 1.51 2.50 -4.79
H: 2.85 -2.54 -1.15

These are the Mulliken partial charges, in e, on atoms 1 to 8: Fe 0.142; S 1.071; P 0.941; P 1.269; F -0.232; F -0.239; F -0.216; O -0.652


Formula: C25H43N10O4Se2Te2Ti
Source: the Open Molecules 2025 dataset
Level of theory: ωB97M-V/def2-TZVPD

Values from the calculation:
E_HOMO (alpha / beta) (eV): -7.0697 / -7.0760
Expectation value of S²: 0.76
LUMO energy (alpha / beta) (Ha): -0.0012 / 0.0000
Total charge: 0
DFT total energy (hartree): -8015.58060
2S+1: 2
Orbital gap (alpha / beta) (eV): 7.04 / 7.08

Element x y z (Å)
Te: -2.47 0.18 4.24
Te: -0.90 2.34 3.85
Se: -0.63 2.17 1.35
Se: -0.88 -1.52 3.29
Ti: -0.16 -0.43 1.03
O: 2.38 -3.61 1.87
O: 4.41 -3.32 3.45
O: 5.43 -1.57 4.37
O: 0.90 -2.25 0.88
N: -1.26 3.73 -1.72
N: 1.91 -0.06 1.98
N: 3.44 -0.72 -1.16
N: -0.49 -1.15 -0.99
N: 3.65 0.22 3.28
N: -3.04 2.25 -1.47
N: -1.03 1.45 -2.31
N: 1.72 0.63 -1.93
N: 2.47 -1.24 -3.21
N: -2.40 -0.29 0.69
C: 1.28 -1.37 -4.02
C: -1.73 2.45 -1.86
C: 3.69 -1.64 -3.88
C: 4.53 -2.04 3.71
C: -3.90 1.35 -2.20
C: 2.63 2.33 2.51
C: 2.52 -0.38 -2.12
C: -2.06 4.89 -2.07
C: 3.53 -1.13 3.10
C: 3.93 -2.07 -0.97
C: -0.02 1.76 -3.24
C: 2.45 -1.29 2.29
C: 1.90 2.43 -5.18
C: -1.33 -2.36 -1.13
C: -3.69 3.05 -0.44
C: 1.31 1.33 -3.08
C: 0.58 2.81 -5.36
C: 0.15 3.99 -1.52
C: 2.25 1.70 -4.05
C: -0.36 2.48 -4.40
C: 4.09 0.32 -0.39
C: -3.18 -1.49 0.37
C: -2.81 -2.04 -1.00
C: 1.88 -2.50 1.66
C: 2.67 0.84 2.59
H: -4.42 3.75 -0.86
H: 4.00 -2.28 0.10
H: -1.02 -3.08 -0.37
H: -2.20 5.55 -1.21
H: -4.71 1.90 -2.69
H: 0.64 3.10 -1.13
H: -1.15 -2.83 -2.11
H: 3.49 1.22 -0.42
H: -1.39 2.77 -4.53
H: -2.95 3.58 0.14
H: 0.25 4.78 -0.77
H: -0.82 -0.37 -1.57
H: -3.32 0.83 -2.95
H: 4.20 -0.01 0.65
H: 3.65 2.71 2.47
H: -3.09 -1.32 -1.77
H: -4.36 0.62 -1.53
H: -2.97 -2.23 1.15
H: 3.62 -3.51 2.86
H: 2.13 2.74 3.39
H: 0.65 4.30 -2.44
H: 3.25 -2.79 -1.41
H: 3.70 -1.23 -4.90
H: 1.20 -2.41 -4.35
H: 4.38 0.64 3.83
H: -3.38 -2.95 -1.18
H: 4.56 -1.26 -3.35
H: 5.09 0.52 -0.78
H: 0.45 -1.37 -1.29
H: -1.56 5.45 -2.86
H: 2.08 2.64 1.63
H: -2.55 0.44 0.00
H: 2.66 2.69 -5.90
H: 0.28 3.37 -6.24
H: -3.03 4.58 -2.43
H: -4.22 2.38 0.24
H: -2.72 0.11 1.58
H: 3.77 -2.73 -3.95
H: 4.93 -2.22 -1.40
H: 1.31 -0.72 -4.91
H: 3.28 1.42 -3.89
H: -4.26 -1.28 0.41
H: 0.39 -1.11 -3.45

These are the Mulliken partial charges, in e, on atoms 1 to 8: Te -0.247; Te -0.102; Se -0.317; Se -0.261; Ti 0.770; O -0.852; O -0.583; O -0.638


Formula: C25H44Cl4FeN3O6Si
Source: the Open Molecules 2025 dataset
Level of theory: ωB97M-V/def2-TZVPD

Values from the calculation:
E_HOMO (alpha / beta) (eV): -8.3765 / -8.4209
Expectation value of S²: 8.76
LUMO energy (alpha / beta) (Ha): 0.0221 / -0.0470
Total charge: 0
DFT total energy (hartree): -4988.77888
2S+1: 6
Orbital gap (alpha / beta) (eV): 8.98 / 7.14

Element x y z (Å)
Fe: -1.85 -0.94 1.77
Cl: -3.65 -1.88 0.92
Cl: -0.57 0.03 0.41
Cl: 2.18 -3.17 0.88
Cl: 3.25 -1.11 2.61
Si: -0.12 -2.35 -3.00
O: 0.65 -1.19 3.89
O: 0.66 -0.99 -2.61
O: -3.21 1.57 -0.29
O: -2.55 -0.81 3.66
O: -1.12 1.27 2.70
O: -0.35 -2.50 2.33
N: -1.87 2.53 -1.93
N: 0.74 2.26 3.53
N: -3.67 -2.37 4.87
C: 2.56 0.08 -3.66
C: -2.62 -1.98 4.15
C: 2.09 -2.47 2.48
C: 1.16 1.62 -1.16
C: 2.98 1.95 -5.28
C: -3.87 -3.78 5.15
C: -1.88 -1.64 -2.93
C: -4.79 -1.45 5.02
C: 1.97 -0.45 -2.36
C: 2.07 2.11 4.12
C: 2.53 2.68 0.53
C: 2.40 1.37 -4.04
C: -2.26 2.27 -0.63
C: 2.05 0.54 -1.22
C: 3.12 0.50 -0.32
C: 3.28 -0.93 -4.50
C: -0.28 -3.37 -1.36
C: -2.46 1.80 -3.03
C: -1.27 3.82 -2.25
C: 3.36 1.56 0.55
C: 1.41 2.72 -0.31
C: -0.09 3.41 3.83
C: 0.66 -3.31 -4.35
C: 0.13 1.30 2.83
C: 0.66 -2.00 2.96
H: -2.90 -4.28 5.14
H: -0.26 3.68 -2.67
H: 2.43 1.62 -6.18
H: -5.32 -1.72 5.93
H: -1.74 1.07 -3.44
H: 2.73 3.55 1.17
H: 2.25 1.05 4.35
H: -1.82 -2.71 3.98
H: 0.80 0.55 2.36
H: 0.62 -2.82 -5.32
H: -1.31 -3.69 -1.16
H: 1.69 2.00 -3.51
H: -2.15 -1.09 -3.84
H: -2.72 2.49 -3.83
H: -3.35 1.26 -2.69
H: 0.05 -2.77 -0.50
H: 3.80 -0.36 -0.35
H: 2.13 2.70 5.03
H: 4.03 1.63 -5.41
H: 4.12 -1.33 -3.91
H: -1.87 4.36 -2.99
H: -1.92 -0.93 -2.09
H: -1.12 3.03 3.91
H: 1.69 -3.64 -4.13
H: 2.67 -1.79 -4.81
H: -4.40 -0.43 5.09
H: -4.53 -4.25 4.42
H: -1.59 2.76 0.10
H: -4.32 -3.88 6.14
H: -2.65 -2.41 -2.76
H: 4.22 1.55 1.23
H: -5.49 -1.52 4.17
H: 0.01 -4.22 -4.35
H: 0.26 1.61 -1.76
H: 3.66 -0.44 -5.41
H: 2.98 3.04 -5.21
H: -1.19 4.42 -1.34
H: 0.22 3.89 4.76
H: 2.60 -1.29 -2.06
H: 0.72 3.57 -0.28
H: 0.32 -4.29 -1.34
H: 2.44 -3.24 3.19
H: 2.86 2.44 3.43
H: -0.06 4.13 3.00

These are the Mulliken partial charges, in e, on atoms 1 to 8: Fe -0.084; Cl -0.533; Cl 0.895; Cl -0.098; Cl -0.125; Si 0.404; O -0.570; O -0.026


Formula: C25H45ClIPZr
Source: the Open Molecules 2025 dataset
Level of theory: ωB97M-V/def2-TZVPD

Values from the calculation:
E_HOMO (eV): -7.1719
LUMO energy (Ha): 0.0003
Total charge: 0
DFT total energy (hartree): -2125.83009
2S+1: 1
Orbital gap (eV): 7.18

Element x y z (Å)
I: 3.40 -0.52 -1.35
Zr: 1.42 1.32 -0.32
Cl: 1.50 2.73 1.48
P: -0.06 -0.21 0.29
C: 2.16 -1.42 3.65
C: 4.63 2.23 -0.15
C: 0.57 -1.26 1.69
C: -0.86 -2.77 -0.68
C: -0.38 -1.38 -1.14
C: 0.67 3.30 -2.26
C: 1.69 3.05 -3.39
C: -1.74 0.50 0.69
C: -3.16 1.99 2.15
C: -1.56 -3.31 -3.06
C: -1.25 -0.90 -2.32
C: 3.85 2.86 -1.02
C: 1.41 -0.46 2.71
C: 1.20 -2.38 4.36
C: 3.03 3.78 -3.23
C: 0.26 2.08 -1.49
C: 0.31 -3.13 3.35
C: 4.10 2.96 -2.49
C: -1.82 1.25 2.03
C: -2.92 -0.50 0.60
C: -0.45 -2.14 2.45
C: -4.26 0.24 0.70
C: -4.35 1.03 2.01
C: -1.14 -1.90 -3.48
C: -0.75 -3.78 -1.84
H: -1.00 1.96 2.11
H: -0.25 3.71 -2.71
H: 0.31 -3.89 -2.12
H: -5.30 1.59 2.05
H: -0.26 -3.12 0.16
H: -1.10 -2.68 1.77
H: -4.36 0.92 -0.15
H: 2.86 4.73 -2.69
H: -1.70 0.55 2.86
H: 0.64 -1.50 -1.53
H: -2.30 -0.82 -2.01
H: -0.41 -3.77 3.88
H: 1.25 -1.93 1.15
H: -2.63 -3.31 -2.80
H: 0.93 -3.79 2.73
H: -1.10 -4.76 -1.50
H: 3.41 4.05 -4.22
H: 5.54 1.71 -0.47
H: -0.77 1.74 -1.67
H: -1.08 -1.51 3.08
H: -5.08 -0.49 0.63
H: 1.76 -3.10 4.97
H: 0.56 -1.81 5.05
H: 0.74 0.18 3.30
H: 4.09 1.94 -2.91
H: 1.22 3.36 -4.33
H: -0.94 0.09 -2.66
H: -1.90 -2.72 -0.35
H: -1.87 1.24 -0.11
H: -4.36 0.33 2.86
H: 5.09 3.39 -2.67
H: 2.88 -2.00 3.05
H: -1.76 -1.55 -4.32
H: 1.87 1.97 -3.48
H: -2.88 -1.08 -0.32
H: 4.40 2.19 0.91
H: 2.94 3.36 -0.66
H: 2.11 0.20 2.20
H: -1.42 -4.01 -3.89
H: -2.84 -1.21 1.44
H: -3.22 2.76 1.37
H: -3.21 2.51 3.12
H: -0.10 -1.91 -3.84
H: 1.05 4.08 -1.58
H: 2.73 -0.84 4.38

These are the Mulliken partial charges, in e, on atoms 1 to 8: I -0.474; Zr -0.702; Cl -0.510; P -0.400; C -0.856; C -0.983; C 0.091; C -0.367


Formula: C25H45N2OP3ReSe
Source: the Open Molecules 2025 dataset
Level of theory: ωB97M-V/def2-TZVPD

Values from the calculation:
E_HOMO (alpha / beta) (eV): -18.4562 / -18.4583
Expectation value of S²: 3.77
LUMO energy (alpha / beta) (Ha): -0.5120 / -0.5189
Total charge: +4
DFT total energy (hartree): -4666.59992
2S+1: 4
Orbital gap (alpha / beta) (eV): 4.52 / 4.34

Element x y z (Å)
Re: -0.37 -0.08 -0.53
Se: 2.02 -0.61 0.49
P: -0.06 2.21 -0.60
P: -1.48 -0.02 1.46
P: -2.44 0.11 -1.68
O: 0.56 -0.70 -2.23
N: 2.40 -0.82 3.36
N: 3.01 1.15 2.64
C: 2.23 -2.88 -3.87
C: 0.62 -1.50 -3.16
C: -0.16 2.88 -2.31
C: 1.58 2.82 -0.06
C: -0.71 -2.99 -4.73
C: 2.81 0.71 6.74
C: 2.79 -0.08 4.49
C: 3.17 1.18 4.03
C: 0.80 -1.02 -4.56
C: 2.25 -1.50 -4.55
C: 1.82 -2.15 3.44
C: -3.17 0.70 1.66
C: -0.68 0.75 2.93
C: -2.32 -0.04 -3.50
C: -3.52 -1.32 -1.26
C: -0.22 -3.54 -3.56
C: 0.98 -2.93 -2.98
C: 3.36 2.24 4.91
C: -1.79 -1.75 2.03
C: -3.62 1.53 -1.63
C: 3.20 1.98 6.28
C: 2.59 -0.34 5.84
C: -1.15 3.35 0.34
C: -0.21 -1.82 -5.27
C: 2.48 -0.04 2.24
H: 3.15 -3.03 -3.27
H: -0.03 1.59 2.64
H: 1.22 -3.22 -1.95
H: -4.43 1.34 -0.91
H: -4.18 -1.07 -0.42
H: 2.37 2.11 -0.33
H: -2.21 3.20 0.12
H: 0.68 0.06 -4.72
H: -1.00 3.22 1.42
H: -3.21 1.31 2.57
H: 2.67 0.54 7.81
H: -4.07 1.63 -2.62
H: -0.88 4.38 0.07
H: -0.85 -2.22 2.34
H: 1.76 3.79 -0.55
H: 2.69 -1.49 -5.55
H: 2.86 -0.81 -3.95
H: -0.71 -4.38 -3.06
H: -3.46 1.34 0.82
H: 2.20 -3.69 -4.61
H: 2.26 -1.34 6.14
H: -2.05 -1.07 -3.78
H: 1.59 2.97 1.03
H: 3.36 2.77 7.01
H: 3.20 1.92 2.01
H: -2.91 -2.18 -0.98
H: 0.41 3.82 -2.33
H: -0.09 0.01 3.47
H: -1.53 -3.50 -5.25
H: -3.29 0.21 -3.94
H: -1.20 3.07 -2.61
H: -4.11 -1.57 -2.14
H: -0.64 -1.43 -6.19
H: 0.30 2.17 -3.01
H: 2.29 -2.67 4.28
H: -0.54 -1.81 -0.69
H: 0.73 -2.10 3.62
H: -3.91 -0.11 1.75
H: 2.02 -2.67 2.49
H: 3.63 3.22 4.51
H: -2.23 -2.34 1.21
H: -1.56 0.65 -3.90
H: -2.50 -1.73 2.88
H: -1.46 1.14 3.60
H: -3.12 2.48 -1.39

These are the Mulliken partial charges, in e, on atoms 1 to 8: Re 0.044; Se -0.214; P 0.970; P 1.159; P 0.937; O -0.517; N 0.236; N 0.200


Formula: C25H45N2OP3SeY
Source: the Open Molecules 2025 dataset
Level of theory: ωB97M-V/def2-TZVPD

Values from the calculation:
E_HOMO (alpha / beta) (eV): -16.6443 / -15.9565
LUMO energy (alpha / beta) (Ha): -0.3322 / -0.4199
Total charge: +3
DFT total energy (hartree): -4627.13999
2S+1: 1
Orbital gap (alpha / beta) (eV): 7.61 / 4.53

Element x y z (Å)
Y: -1.71 1.23 -0.32
Se: -3.96 0.97 1.15
P: 2.59 -1.59 0.54
P: -2.03 -1.59 -0.76
P: 0.69 2.74 -0.88
O: 2.40 -1.11 -1.99
N: -2.46 0.24 3.51
N: -1.42 1.83 2.45
C: -2.82 -2.47 0.63
C: -3.41 -0.80 3.87
C: 0.64 0.08 5.57
C: -0.82 -2.89 -1.23
C: -2.55 1.03 2.41
C: 0.66 1.92 3.93
C: 1.86 -1.60 -5.59
C: -2.51 1.79 -2.24
C: 1.29 1.15 4.93
C: 1.34 3.61 0.60
C: 0.55 4.15 -2.06
C: -3.31 -1.86 -2.06
C: -1.30 0.53 4.25
C: 1.72 -1.27 -3.17
C: -2.70 2.88 -1.36
C: 0.61 -1.04 -5.80
C: 4.21 -2.36 0.81
C: 0.46 -0.66 -3.40
C: -0.65 1.55 3.60
C: 2.40 -1.77 -4.32
C: -0.05 -0.55 -4.70
C: 2.19 1.93 -1.55
C: 1.40 -2.59 1.42
C: 2.68 0.06 1.29
C: -0.69 -0.24 5.24
H: -1.24 -3.49 -2.06
H: 3.09 2.22 -0.97
H: -0.62 -3.56 -0.38
H: 4.17 -3.42 0.49
H: 1.71 0.58 1.23
H: 0.38 -2.45 1.01
H: -3.11 -1.78 3.46
H: 4.40 -2.30 1.89
H: -3.37 1.14 -2.51
H: -4.41 -0.53 3.48
H: 0.51 4.11 1.12
H: 0.12 -2.46 -1.58
H: 1.19 -0.51 6.32
H: 1.26 4.94 -1.79
H: 1.11 2.78 3.43
H: 2.32 1.38 5.22
H: 1.42 -2.27 2.48
H: 1.80 2.91 1.30
H: -2.13 3.81 -1.41
H: 2.33 -1.65 -1.06
H: -2.07 -2.65 1.43
H: -0.47 4.55 -2.06
H: 0.77 3.79 -3.08
H: 0.16 -1.00 -6.79
H: 2.93 -0.09 2.36
H: -3.64 -1.87 1.04
H: -1.25 -1.05 5.70
H: -3.45 -0.89 4.96
H: -3.20 -3.44 0.28
H: 2.34 2.23 -2.61
H: 3.46 0.67 0.81
H: -1.77 1.86 -3.05
H: 5.00 -1.83 0.25
H: 2.12 0.83 -1.54
H: 3.37 -2.25 -4.15
H: -3.65 -2.90 -2.01
H: -2.89 -1.65 -3.05
H: -4.17 -1.19 -1.89
H: -3.64 2.95 -0.79
H: -0.10 -0.27 -2.54
H: 1.71 -3.65 1.34
H: -1.31 2.68 1.87
H: 2.09 4.37 0.30
H: 2.43 -1.92 -6.42
H: -1.00 -0.04 -4.84

These are the Mulliken partial charges, in e, on atoms 1 to 8: Y -0.432; Se -0.150; P 0.838; P 1.523; P 1.162; O -0.491; N 0.336; N 0.027